# 1
Formula: C7H6ClN2O
Source: the Open Molecules 2025 dataset
Level of theory: ωB97M-V/def2-TZVPD

Cartesian coordinates (Å):
C (2.110, -2.121, -0.136)
C (1.498, -1.734, -1.310)
C (0.471, -0.937, -0.929)
C (-0.154, 0.058, -1.828)
C (-0.465, 0.807, 0.358)
C (-0.062, -0.673, 0.449)
C (0.705, -0.864, 1.713)
N (2.287, -2.114, 1.007)
N (-0.840, 0.965, -1.016)
O (0.032, 0.213, -3.011)
Cl (0.083, -1.463, 3.076)
H (1.981, -1.793, -2.276)
H (-1.240, 1.031, 0.984)
H (0.444, 1.402, 0.439)
H (-0.938, -1.393, 0.339)
H (1.576, -0.169, 1.665)
H (-0.957, 1.775, -1.484)

Calculated values
DFT total energy   -914.886329 a.u.
Frontier orbital gap   7.4 eV
Net charge   +1

natural (NBO) population analysis, charges in e, atoms 1 to 2: 0.4263 -0.2799

=====

# 2
Formula: C7H6F6FeN5O6S2
Source: the Open Molecules 2025 dataset
Level of theory: ωB97M-V/def2-TZVPD

Cartesian coordinates (Å):
Fe (9.858, 8.531, 5.194)
N (9.095, 7.250, 6.757)
C (7.962, 6.303, 6.321)
C (7.124, 6.915, 5.275)
C (7.680, 7.099, 3.911)
O (7.240, 6.670, 2.920)
O (8.793, 7.919, 3.853)
H (9.800, 6.679, 7.127)
H (8.883, 7.751, 7.624)
H (7.365, 6.102, 7.194)
H (8.429, 5.363, 5.927)
H (6.761, 7.907, 5.655)
H (6.195, 6.388, 5.121)
F (11.685, 11.071, 7.897)
C (10.630, 11.844, 7.572)
F (10.438, 12.608, 8.661)
F (10.864, 12.599, 6.482)
S (9.146, 10.809, 7.262)
O (9.494, 10.326, 5.902)
O (9.176, 9.861, 8.307)
N (8.028, 11.797, 7.363)
S (6.964, 12.458, 6.250)
O (7.260, 12.116, 4.911)
O (5.617, 12.431, 6.694)
C (7.424, 14.262, 6.327)
F (6.750, 14.928, 5.427)
F (8.715, 14.452, 6.151)
F (7.118, 14.758, 7.552)
N (16.099, 8.119, 5.534)
C (15.024, 7.857, 5.187)
N (13.845, 7.601, 4.672)
C (12.786, 8.163, 4.900)
N (11.752, 8.732, 5.034)

Calculated values
DFT total energy   -3654.793434 a.u.
Frontier orbital gap (spin up / spin down)   9.7 / 7.0 eV
Net charge   0
Multiplicity   6

natural (NBO) population analysis, charges in e, atoms 1 to 2: 1.9280 -0.9154

=====

# 3
Formula: C7H6N2O2
Source: the Open Molecules 2025 dataset
Level of theory: ωB97M-V/def2-TZVPD

Cartesian coordinates (Å):
C (-2.242, -0.222, -1.845)
C (-1.221, -0.078, -0.735)
C (-1.563, 0.055, 0.651)
C (-0.713, 0.358, 1.520)
C (1.139, 0.055, 0.173)
C (1.207, -0.443, -1.890)
C (0.211, 0.135, -0.951)
H (-1.739, -0.263, -2.878)
H (-2.958, -1.092, -1.618)
H (-3.036, 0.598, -1.862)
H (-2.534, 0.118, 0.885)
H (-1.764, 1.082, 3.038)
H (1.006, -0.745, -2.982)
N (2.326, -0.296, 0.017)
N (2.343, -0.737, -1.310)
O (-0.944, 0.672, 2.811)
O (0.623, 0.374, 1.307)

Calculated values
DFT total energy   -530.209415 a.u.
Frontier orbital gap   8.6 eV
Net charge   0
Structure (SMILES)   Cc1cc(O)oc2nncc1-2

natural (NBO) population analysis, charges in e, atoms 1 to 2: -0.6755 0.1825

=====

# 4
Formula: C7H6N2O4S
Source: the Open Molecules 2025 dataset
Level of theory: ωB97M-V/def2-TZVPD

Cartesian coordinates (Å):
C (-1.605, -0.262, 2.367)
C (-1.374, 0.994, 1.731)
C (-1.364, -1.456, 1.716)
C (-1.039, 1.098, 0.365)
C (-1.001, -1.347, 0.361)
C (-0.734, -0.133, -0.268)
C (-0.277, 0.014, -1.693)
N (2.192, 0.049, 1.385)
N (2.051, 0.718, 0.512)
O (1.994, 1.571, -0.289)
O (-0.949, 0.390, -2.604)
O (3.289, -0.612, -2.544)
O (1.031, -0.222, -1.727)
S (2.257, 0.325, -2.825)
H (-1.578, -0.113, 3.431)
H (-1.397, 1.888, 2.377)
H (-1.234, -2.473, 2.257)
H (-0.968, 2.025, -0.246)
H (-0.870, -2.262, -0.178)
H (1.576, -0.190, -4.125)

Calculated values
DFT total energy   -1078.865086 a.u.
Frontier orbital gap   10.0 eV
Net charge   0

natural (NBO) population analysis, charges in e, atoms 1 to 2: -0.2172 -0.2007

=====

# 5
Formula: C7H6N4O2
Source: the Open Molecules 2025 dataset
Level of theory: ωB97M-V/def2-TZVPD

Cartesian coordinates (Å):
C (1.066, -2.084, -0.442)
C (2.174, -1.266, -0.889)
C (-0.041, -1.499, 0.123)
C (2.140, 0.066, -0.612)
C (-0.207, -0.118, 0.191)
C (1.052, 0.782, -0.035)
C (-1.327, 0.352, 0.857)
N (-2.037, 1.508, 0.562)
N (-1.057, 2.765, -1.047)
N (-1.859, 2.199, -0.459)
N (-1.948, -0.401, 1.788)
O (-0.800, 3.429, -2.035)
O (1.172, 1.971, 0.290)
H (0.924, -3.110, -0.729)
H (3.212, -1.638, -1.260)
H (-0.905, -2.155, 0.505)
H (2.980, 0.649, -0.859)
H (-1.585, -1.233, 2.003)
H (-2.956, -0.218, 2.049)

Calculated values
DFT total energy   -639.611775 a.u.
Frontier orbital gap (spin up / spin down)   6.1 / 6.1 eV
Net charge   0
Structure (SMILES)   NC(/N=N\N=O)=C1\C=CC=CC1=O

natural (NBO) population analysis, charges in e, atoms 1 to 2: -0.2998 -0.1494

=====

# 6
Formula: C7H6N5
Source: the Open Molecules 2025 dataset
Level of theory: ωB97M-V/def2-TZVPD

Cartesian coordinates (Å):
C (1.108, -2.808, -1.539)
C (-0.132, -2.521, -0.976)
C (1.657, -0.582, -1.225)
C (0.384, -0.303, -0.517)
C (0.728, 2.264, -0.071)
C (0.378, 0.952, -0.071)
C (-1.541, 1.778, 1.552)
N (1.875, -1.737, -1.715)
N (-0.395, -1.387, -0.411)
N (0.089, 3.203, 0.624)
N (-0.871, 2.705, 1.278)
N (-2.271, 0.914, 2.247)
H (1.329, -3.858, -1.887)
H (-0.997, -3.166, -0.779)
H (2.372, 0.108, -1.370)
H (1.570, 2.630, -0.527)
H (-2.040, 0.719, 3.207)
H (-3.245, 1.089, 2.181)

Calculated values
DFT total energy   -543.596766 a.u.
Frontier orbital gap (spin up / spin down)   7.1 / 5.6 eV
Net charge   +1

natural (NBO) population analysis, charges in e, atoms 1 to 2: 0.0896 0.0244

=====

Computed values of relative energy (zero: lowest compared OMol25 entry of this formula, charge and spin) (unit: kcal/mol) for the preceding records, in sequence: 42.71 0.84 101.41 8.37 118.45 137.60.